(1)
ORCA calculation (ωB97M-V/def2-TZVPD) on C3H6O2 as an isolated structure in a non-equilibrium geometry.

Positions of all 11 atoms, in Å:
H  0.096  -0.653  -1.599
C  0.075  -0.732  0.572
H  -0.467  1.912  -1.007
H  -1.270  0.588  -0.396
H  0.047  -1.401  1.419
C  0.422  0.577  0.818
H  0.190  0.995  1.793
H  1.210  1.121  0.299
O  -0.889  1.491  -0.239
C  0.218  -1.354  -0.727
O  0.368  -2.544  -0.933

Output
charge	0
largest force on an atom	0.0306	Eh/bohr
E_tot	-7300.2929	eV

***

(2)
ORCA calculation (ωB97M-V/def2-TZVPD) on a 2-piece molecular cluster, C4H14N2O overall.

Positions of all 21 atoms, in Å:
H  2.012  1.682  1.686
C  0.397  1.719  0.390
C  0.904  -0.024  2.122
H  0.401  2.799  0.248
H  -0.830  0.433  -2.214
N  1.029  1.416  1.714
H  0.571  1.997  2.410
H  0.385  -0.778  -2.634
H  -1.085  -0.642  -3.616
N  -1.316  -1.609  -1.784
H  -2.280  -1.327  -1.645
H  1.322  -0.121  3.122
H  -1.097  -2.591  0.031
H  0.352  -1.758  -0.586
H  0.987  1.245  -0.383
H  -0.142  -0.300  2.046
O  -1.044  -0.563  0.333
C  -0.686  -0.587  -2.608
H  1.462  -0.617  1.407
C  -0.749  -1.639  -0.418
H  -0.593  1.266  0.380

Output
charge	0
largest force on an atom	0.0119	Eh/bohr
E_tot	-9399.5387	eV

***

(3)
ORCA calculation (ωB97M-V/def2-TZVPD) on a 4-piece molecular cluster, C7H15Cl6O overall in a non-equilibrium geometry.

Positions of all 29 atoms, in Å:
C  -1.161  4.129  -1.491
Cl  0.505  4.730  -1.495
O  2.759  1.863  0.379
C  -2.409  -0.763  -1.019
Cl  -1.137  -3.053  -0.357
Cl  -1.911  5.211  0.849
H  -2.988  -1.378  -1.708
H  1.079  -2.654  1.211
H  1.364  0.390  0.968
H  1.737  0.287  -0.671
Cl  2.911  -3.638  -0.793
H  -1.063  3.235  -2.106
C  2.517  -4.172  0.879
Cl  -1.259  0.179  -1.966
H  -1.019  3.110  0.469
H  1.843  -5.017  0.739
C  -1.712  3.713  -0.117
H  -3.059  -0.014  -0.566
C  -1.751  -1.501  0.145
H  -2.686  3.236  -0.227
H  -1.730  4.843  -2.085
H  -1.027  -0.876  0.667
H  3.428  -4.632  1.261
Cl  3.161  -1.760  1.873
C  2.001  -3.044  1.642
H  1.723  -3.404  2.632
C  1.660  1.022  0.130
H  -2.586  -1.724  0.809
H  0.812  1.682  -0.054

Output
charge	-1
largest force on an atom	0.0586	Eh/bohr
E_tot	-84683.4478	eV

***

(4)
ORCA calculation (ωB97M-V/def2-TZVPD) on one molecule with the formula C21H23F3IN3O5 in a non-equilibrium geometry.

Positions of all 56 atoms, in Å:
H  0.658  4.449  -1.997
H  1.846  -1.289  3.478
H  -3.122  -0.366  3.668
C  -0.738  -2.144  2.719
C  1.580  4.421  -1.407
C  0.401  -2.579  3.645
F  1.095  -2.408  -4.181
H  1.446  5.349  0.610
H  -0.814  -0.114  4.181
H  2.539  6.145  -0.508
H  -1.965  -5.388  -1.841
C  -2.655  0.603  3.430
F  2.849  -3.226  -3.109
N  0.381  -2.730  0.253
C  0.912  -2.928  -0.918
C  1.568  5.640  -0.441
C  -1.376  -4.480  -1.640
O  0.590  6.630  -0.810
C  -0.343  -1.023  1.748
F  2.698  -1.140  -3.536
C  -0.543  0.284  2.086
H  -1.442  -4.305  -0.563
C  0.555  -0.370  -0.389
O  1.116  -4.226  -1.290
C  1.973  -2.230  -3.188
C  -2.040  -3.349  -2.485
O  0.148  -3.254  4.611
O  -1.220  6.742  0.508
H  -1.778  -3.480  -3.541
H  0.897  1.611  -2.067
N  -3.361  1.625  3.191
H  2.416  4.567  -2.101
C  0.317  0.999  -0.055
C  0.667  2.060  -1.100
H  1.958  3.141  0.377
H  -1.251  5.547  -1.073
C  0.224  -1.395  0.499
H  -1.621  -2.389  -2.148
H  -4.340  1.335  3.250
I  -0.569  3.347  1.723
H  0.200  -4.333  -3.164
H  2.732  2.621  -1.136
O  1.700  -2.236  3.358
C  -0.677  6.266  -0.454
C  -1.128  0.644  3.448
H  -1.571  -1.832  3.350
C  0.065  -4.727  -2.148
H  -1.102  -2.965  2.090
H  -3.125  -3.398  -2.348
H  0.215  -5.811  -2.205
H  -0.742  1.590  3.837
C  1.816  3.044  -0.701
C  1.303  -1.901  -1.840
C  -0.208  1.342  1.155
N  1.117  -0.639  -1.597
H  -0.252  2.653  -1.236

Output
charge	0
SMILES string	[H]/N=C/Cc1c(I)c(CCCCOC=O)c2nc(C(F)(F)F)c(OCCC)nc2c1CC(=O)O
largest force on an atom	0.0391	Eh/bohr
E_tot	-53109.7765	eV

***

(5)
ORCA calculation (ωB97M-V/def2-TZVPD) on one molecule with the formula C2H6Cl2NO2PS in a non-equilibrium geometry.

Positions of all 15 atoms, in Å:
H  2.274  -0.522  1.002
N  -1.032  -0.505  -0.831
H  0.962  -0.031  2.203
O  -2.934  -1.890  -0.163
P  0.205  0.341  -0.070
H  1.074  0.318  -2.276
H  0.756  -1.548  1.284
O  -1.908  -0.303  1.427
C  1.134  -0.561  1.298
H  2.302  0.066  -1.069
Cl  -3.532  0.790  -0.611
Cl  -0.405  2.084  0.621
H  1.868  1.773  -1.463
C  1.481  0.643  -1.410
S  -2.246  -0.656  0.059

Output
charge	0
largest force on an atom	0.1008	Eh/bohr
E_tot	-52925.2677	eV

***

(6)
ORCA calculation (ωB97M-V/def2-TZVPD) on C24H26F3N2NaO6PS as an isolated structure in a non-equilibrium geometry.

Positions of all 64 atoms, in Å:
H  -5.175  -2.958  -1.562
H  -5.802  -1.398  0.416
O  -4.292  1.404  -0.523
C  2.989  -0.385  4.343
H  4.051  -1.269  1.272
H  -5.372  -2.690  1.569
H  3.353  -0.217  5.349
S  -4.316  0.844  -1.867
C  1.222  0.672  -0.587
C  2.025  -0.780  1.745
C  1.089  2.026  -2.620
C  3.367  -0.970  2.057
H  2.558  3.847  -0.185
H  4.070  -4.665  -1.814
P  1.324  -1.034  0.067
Na  -2.075  1.731  -0.672
H  -2.159  -2.163  -0.864
O  -2.983  0.513  -2.354
H  -0.801  -0.130  3.328
H  2.131  -3.698  -0.626
C  4.884  -1.385  -2.006
H  -4.778  -4.241  -0.389
C  2.797  -1.674  -0.824
H  0.941  2.009  -3.693
C  -4.398  -3.358  -0.910
F  -5.985  2.768  -2.546
C  1.648  -0.200  4.067
C  -0.167  3.532  2.481
H  0.109  2.657  3.082
H  4.914  -0.934  3.546
H  0.520  -0.073  -2.436
H  -0.634  -0.567  1.703
F  -3.888  3.269  -2.762
H  2.005  3.921  -2.638
C  3.796  -0.846  -1.337
C  2.910  -3.048  -1.009
H  -1.154  3.366  2.046
C  0.576  3.031  0.274
O  0.789  3.784  1.479
N  -3.981  -2.357  0.047
O  -0.623  2.967  -0.218
C  -4.788  2.283  -2.901
H  -3.547  -3.653  -1.521
H  5.652  -0.729  -2.399
C  1.141  -0.409  2.778
H  2.194  1.684  1.085
C  3.863  -0.782  3.339
C  4.001  -3.593  -1.676
O  -2.437  -0.772  0.583
C  1.560  1.835  0.222
C  1.647  3.097  -2.032
C  0.847  0.800  -1.879
O  -5.350  -0.124  -2.138
C  1.791  3.194  -0.584
H  3.708  0.228  -1.221
H  5.838  -3.179  -2.703
C  -4.986  -1.862  0.969
C  -2.808  -1.716  -0.097
N  -0.190  -0.199  2.533
C  4.990  -2.760  -2.176
F  -4.844  1.956  -4.199
H  -0.204  4.410  3.128
H  0.967  0.109  4.851
H  -4.531  -1.116  1.613

Output
charge	-1
largest force on an atom	0.0258	Eh/bohr
E_tot	-73271.3578	eV

***

(7)
ORCA calculation (ωB97M-V/def2-TZVPD) on C39H32As2AuBF4NS as an isolated structure in a non-equilibrium geometry.

Positions of all 81 atoms, in Å:
C  -2.413  -4.306  1.969
As  0.887  -1.627  2.341
C  2.553  4.118  0.389
H  4.675  -1.981  -4.422
H  3.458  -2.679  3.661
C  0.498  4.772  1.463
H  -0.104  5.531  1.940
C  -6.089  -0.428  1.261
C  2.669  -1.146  1.716
H  6.162  -0.439  0.236
C  2.633  1.844  -0.671
H  2.766  -3.008  0.652
H  3.946  -3.555  5.908
C  -2.470  -2.927  2.086
H  -0.950  -2.066  -0.811
H  -7.507  0.952  2.067
C  2.662  -0.106  -1.749
C  4.584  0.284  1.486
C  1.891  -3.666  6.492
H  2.112  -4.048  7.476
C  -0.032  3.501  1.255
C  -6.463  0.749  1.892
C  1.330  -2.647  3.974
C  -1.360  0.092  3.081
C  3.283  -2.078  0.880
H  3.554  4.348  0.049
H  -4.445  -1.581  0.483
C  -1.839  -4.886  0.846
C  0.727  2.562  0.607
H  5.099  1.204  1.722
H  2.194  6.049  1.222
H  2.873  0.767  2.677
C  -1.903  -2.117  1.105
C  2.230  -1.358  -2.175
C  2.647  -2.895  4.346
C  -4.752  -0.689  1.023
H  -1.043  3.258  1.562
H  -0.909  -4.543  -1.052
C  3.326  0.042  2.012
C  0.293  -2.970  4.845
C  4.538  -1.833  0.353
H  -1.811  -5.961  0.751
C  2.964  -2.014  -3.136
N  2.035  0.698  -0.855
As  -1.934  -0.194  1.194
H  5.009  -2.559  -0.293
C  -4.165  1.417  2.049
C  4.130  -1.450  -3.659
H  -0.226  -3.693  6.793
B  -2.494  0.673  -1.847
C  2.007  2.856  0.135
F  -2.627  1.622  -0.818
H  -2.976  -2.478  2.936
H  0.623  0.851  2.799
F  -1.135  0.585  -2.176
C  0.575  -3.465  6.107
C  0.140  -0.027  3.241
H  0.416  -0.089  4.299
C  -3.787  0.223  1.440
C  5.183  -0.641  0.646
F  -2.818  -0.566  -1.224
H  1.324  -1.774  -1.764
C  -1.326  -2.712  -0.021
H  -1.692  1.086  3.398
H  -6.841  -1.137  0.950
C  -1.315  -4.087  -0.161
Au  0.034  0.581  0.071
H  -2.825  -4.936  2.742
S  4.109  2.021  -1.566
C  2.922  -3.390  5.610
H  -3.414  2.154  2.317
H  2.625  -2.973  -3.496
H  -5.807  2.590  2.765
F  -3.261  0.927  -2.908
H  -1.893  -0.638  3.699
H  5.488  0.221  -3.626
H  -0.738  -2.825  4.538
C  4.590  -0.222  -3.227
C  -5.504  1.673  2.280
C  1.789  5.064  1.045
C  3.846  0.448  -2.270

Output
charge	+1
largest force on an atom	0.0533	Eh/bohr
E_tot	-190201.6674	eV

***

(8)
ORCA calculation (ωB97M-V/def2-TZVPD) on an isolated ion of composition C2H3N2O2 and charge -1 in a non-equilibrium geometry.

Positions of all 9 atoms, in Å:
O  1.595  1.181  -0.471
C  -0.913  0.443  -0.136
H  -1.482  0.886  0.698
H  -1.727  -1.409  0.448
N  -0.992  -0.992  -0.306
C  1.480  0.009  -0.061
H  -0.508  1.103  -0.800
N  0.127  -0.405  0.397
O  2.420  -0.817  0.230

Output
charge	-1
SMILES string	O=C([O-])N1CN1
largest force on an atom	0.0850	Eh/bohr
E_tot	-9196.5075	eV

***

(9)
ORCA calculation (ωB97M-V/def2-TZVPD) on a 2-piece molecular cluster, C2H3O2Se overall in a non-equilibrium geometry.

Positions of all 8 atoms, in Å:
C  -0.441  0.184  0.693
H  1.395  -0.125  0.770
H  0.376  1.983  -1.072
O  0.646  0.269  1.414
H  -1.211  -0.850  -1.333
O  -1.563  0.506  1.119
C  -0.411  -0.543  -0.598
Se  1.209  -1.424  -0.993

Output
charge	-1
largest force on an atom	0.0853	Eh/bohr
E_tot	-71561.8103	eV

***

(10)
ORCA calculation (ωB97M-V/def2-TZVPD) on C18H76N2O22Pd as an isolated structure in a non-equilibrium geometry.

Positions of all 119 atoms, in Å:
H  -25.752  13.597  -12.933
H  -18.292  10.158  -15.018
H  -16.304  20.819  -16.457
O  -18.577  20.008  -17.712
H  -19.267  14.664  -18.019
H  -16.698  22.501  -16.176
H  -20.798  13.233  -22.081
H  -25.987  11.602  -16.576
O  -17.119  12.203  -18.544
H  -18.224  23.392  -19.534
C  -22.654  15.318  -14.159
C  -17.925  22.789  -18.676
C  -20.416  22.015  -18.755
H  -19.495  16.851  -14.205
H  -24.349  18.302  -14.311
H  -22.234  19.357  -15.922
O  -24.357  16.765  -17.194
O  -20.968  9.359  -16.009
H  -19.006  16.334  -16.117
O  -21.582  19.705  -16.534
H  -19.608  20.106  -14.506
H  -23.429  15.531  -20.628
H  -20.401  12.062  -16.464
O  -20.003  13.476  -21.604
H  -17.321  11.914  -19.435
H  -19.674  24.370  -17.658
H  -22.468  13.359  -11.791
H  -17.687  17.071  -16.251
C  -20.562  16.827  -13.981
O  -23.423  15.833  -19.719
O  -18.288  10.339  -15.958
H  -19.355  16.694  -19.903
O  -20.755  11.995  -11.334
C  -22.438  13.682  -17.123
H  -20.911  16.093  -22.403
H  -19.821  12.250  -14.293
H  -22.427  12.921  -17.904
H  -19.927  12.455  -11.477
C  -18.308  21.297  -15.638
H  -20.867  17.732  -14.507
H  -25.620  15.954  -14.533
H  -17.916  12.018  -18.046
H  -24.401  16.212  -10.993
H  -20.462  14.258  -12.969
H  -23.380  15.673  -14.890
O  -23.571  16.466  -10.587
O  -21.748  10.187  -13.117
C  -21.166  15.519  -14.635
C  -18.993  22.521  -14.957
C  -19.095  23.780  -15.782
O  -18.612  17.125  -16.492
C  -21.070  14.204  -16.902
H  -25.514  15.426  -16.461
H  -17.896  19.932  -13.863
O  -23.085  13.786  -11.195
H  -21.682  20.655  -16.473
H  -21.495  9.492  -16.798
H  -20.887  23.425  -16.946
H  -20.802  15.134  -18.798
H  -21.399  8.637  -15.551
O  -20.676  16.175  -21.477
H  -20.055  14.429  -21.519
H  -19.185  13.346  -16.360
O  -21.515  16.696  -16.809
H  -17.420  22.007  -19.244
H  -23.698  18.172  -11.422
H  -20.723  22.980  -19.159
H  -16.312  21.485  -14.785
H  -19.639  24.582  -15.282
H  -20.693  17.119  -21.309
O  -25.679  16.645  -13.872
C  -20.307  14.371  -14.043
H  -22.997  15.710  -10.721
H  -23.147  14.428  -17.483
H  -18.454  22.767  -14.042
C  -19.804  23.471  -17.054
H  -19.982  22.214  -14.617
H  -21.504  12.637  -14.539
C  -20.229  13.098  -16.171
H  -21.302  21.618  -18.260
H  -22.939  13.200  -16.284
N  -18.945  21.134  -16.970
O  -23.866  19.024  -11.831
H  -22.789  15.862  -13.224
H  -22.780  13.543  -10.320
O  -25.581  14.304  -12.309
H  -21.440  10.880  -12.531
C  -20.492  13.021  -14.674
H  -22.494  15.899  -19.494
O  -23.783  19.015  -14.611
H  -25.476  13.929  -16.221
H  -17.154  23.236  -18.049
H  -24.646  11.338  -15.922
H  -18.107  24.198  -15.976
H  -20.553  11.338  -10.666
H  -21.241  10.307  -13.920
H  -24.797  14.025  -11.835
C  -18.544  20.047  -14.732
H  -17.951  17.149  -19.558
H  -23.460  19.420  -13.806
C  -19.201  22.327  -17.844
H  -18.381  19.137  -15.309
H  -22.852  14.261  -13.980
Pd  -20.094  18.249  -17.563
H  -23.545  16.953  -16.719
H  -20.488  13.450  -18.845
H  -19.254  14.654  -14.070
H  -23.148  19.581  -11.530
N  -21.046  15.500  -16.119
H  -19.131  10.008  -16.271
O  -25.943  14.726  -15.965
O  -18.869  17.267  -19.310
H  -20.687  16.905  -12.901
C  -16.797  21.497  -15.761
H  -24.073  16.588  -18.092
O  -25.279  12.035  -16.098
H  -20.120  21.344  -19.562
H  -26.030  16.205  -13.097
C  -20.282  14.344  -18.256

Output
⟨S²⟩	2.008
charge	0
spin multiplicity	3
largest force on an atom	0.0887	Eh/bohr
E_tot	-71400.0956	eV

***

(11)
ORCA calculation (ωB97M-V/def2-TZVPD) on an isolated ion of composition C4H10N5 and charge +1 in a non-equilibrium geometry.

Positions of all 19 atoms, in Å:
C  1.552  0.362  0.697
C  0.914  -0.239  -0.522
N  0.750  0.679  1.646
N  -1.260  -1.472  -0.107
H  3.633  -0.170  0.489
H  -1.164  0.134  1.945
C  -1.622  0.647  -1.116
H  -1.004  1.540  1.055
N  2.845  0.486  0.794
H  -0.655  -2.160  0.317
N  -0.628  0.618  1.236
N  1.342  -0.952  -1.460
H  -2.329  -1.728  -0.013
H  -1.061  1.435  -1.475
H  -2.549  0.869  -0.717
H  3.195  1.049  1.641
H  -1.758  0.133  -2.045
H  0.606  -1.062  -2.166
C  -0.807  -0.169  -0.198

Output
charge	+1
SMILES string	[H]/N=C1/C(N)=N[NH2+][C@]1(C)N
largest force on an atom	0.1032	Eh/bohr
E_tot	-11752.0162	eV

***

(12)
ORCA calculation (ωB97M-V/def2-TZVPD) on one molecule with the formula C10H12F6N4O in a non-equilibrium geometry.

Positions of all 33 atoms, in Å:
F  3.342  -2.177  -1.237
C  4.696  -0.012  0.080
C  2.961  -1.870  0.009
H  -1.150  3.054  -0.703
H  -0.453  2.931  0.930
O  1.217  1.028  1.499
C  3.230  -0.389  0.350
H  -1.963  -2.034  0.461
H  -2.729  1.111  -1.496
H  3.005  -0.232  1.419
H  -1.367  0.682  1.215
F  5.559  -0.865  0.627
N  2.349  0.465  -0.381
C  -0.749  2.366  0.043
F  3.569  -2.714  0.836
H  0.527  1.678  -1.508
C  -4.177  -2.258  0.574
C  -1.798  1.330  0.451
F  4.955  0.033  -1.234
C  1.300  1.087  0.296
H  2.403  0.460  -1.388
N  -3.236  -0.500  -0.312
C  -2.966  -1.696  0.295
H  -5.091  0.446  -0.784
N  0.446  1.755  -0.508
F  4.968  1.200  0.565
H  -2.654  1.846  0.888
H  -1.417  -0.050  -1.174
C  -2.270  0.476  -0.732
C  -4.586  -0.398  -0.357
N  -5.177  -1.437  0.161
F  1.648  -2.118  0.074
H  -4.393  -3.197  1.041

Output
charge	0
SMILES string	O=C(NCCCn1ccnc1)NC(C(F)(F)F)C(F)(F)F
largest force on an atom	0.0215	Eh/bohr
E_tot	-34879.5269	eV